The following is a DFT calculation (ωB97M-V/def2-TZVPD) of a 8-piece molecular cluster, C20H27Cl6N5O4 overall at a distorted geometry.

The molar mass is 614.2 g mol⁻¹. The value obtained for the total energy is -4113.94878 Ha. The HOMO-LUMO gap is 0.34045 Ha. For the energy above the lowest of the compared OMol25 structures with the same formula, charge and spin, the calculation gives 0.0 kcal/mol. The HOMO energy is -9.5 eV. As for the SMILES: C[N+](=O)[O-].C[N+](=O)[O-].c1ccncc1.c1ccncc1.c1ccncc1.ClCCl.ClCCl.ClCCl.

```
! wB97M-V def2-TZVPD RIJCOSX def2/J DEFGRID3
* xyz 0 1
C 2.67 2.19 -3.04
N 3.82 2.01 -3.94
O 3.97 2.79 -4.85
O 4.59 1.10 -3.69
H 2.90 2.80 -2.18
H 2.34 1.21 -2.71
H 1.84 2.68 -3.56
C -0.81 -1.17 -1.34
N 0.29 -0.83 -0.42
O 0.82 0.25 -0.59
O 0.67 -1.68 0.35
H -1.04 -2.23 -1.41
H -0.66 -0.76 -2.34
H -1.70 -0.69 -0.93
C -3.43 2.12 -4.76
C -3.95 2.67 -5.92
C -4.39 1.73 -6.87
N -4.39 0.42 -6.69
C -3.95 -0.10 -5.55
C -3.45 0.76 -4.56
H -3.07 2.78 -3.97
H -4.22 3.70 -6.07
H -4.90 2.11 -7.75
H -4.05 -1.16 -5.39
H -3.09 0.36 -3.62
C 0.39 -0.70 5.91
C -0.87 -0.21 6.27
C -1.79 0.00 5.27
N -1.53 -0.12 3.96
C -0.34 -0.66 3.65
C 0.65 -0.95 4.58
H 1.14 -0.94 6.66
H -1.02 -0.05 7.32
H -2.77 0.33 5.60
H -0.18 -0.84 2.59
H 1.58 -1.40 4.25
C 3.97 0.10 2.04
C 3.08 1.01 1.47
C 2.28 1.74 2.35
N 2.40 1.73 3.68
C 3.28 0.87 4.19
C 4.10 0.05 3.41
H 4.67 -0.43 1.40
H 3.00 1.13 0.40
H 1.47 2.37 1.99
H 3.24 0.74 5.26
H 4.89 -0.47 3.93
Cl 4.00 -3.44 0.98
C 2.72 -3.24 2.20
Cl 3.44 -3.39 3.84
H 2.27 -2.25 2.18
H 2.01 -4.05 2.10
Cl -2.85 -3.99 -1.78
C -2.51 -4.31 -3.50
Cl -2.01 -2.84 -4.36
H -1.66 -4.98 -3.56
H -3.39 -4.78 -3.91
Cl -1.88 1.28 0.87
C -2.13 2.11 2.39
Cl -1.80 3.85 2.32
H -3.16 1.95 2.66
H -1.49 1.68 3.15
*
```